1.
# C4H7NO

A molecular structure, C4H7NO (ωB97M-V/def2-TZVPD, the Open Molecules 2025 dataset).

Cartesian coordinates (Å):
1 C 1.59611 -0.29724 0.37203
2 C 0.20886 0.21501 0.12807
3 C -1.11201 -0.40462 0.67730
4 O -1.93863 0.14626 -0.34586
5 C -0.87266 0.80440 -1.02202
6 N -0.03886 1.52946 -0.21398
7 H 2.25399 -0.01012 -0.45050
8 H 1.62874 -1.37832 0.53086
9 H 1.95142 0.21668 1.27287
10 H -0.13850 -0.34778 -1.19009
11 H -1.34915 -0.02480 1.67482
12 H -1.16074 -1.49885 0.63998
13 H -1.02858 1.04992 -2.07346

Output
HOMO level: -8.29 eV
E_tot: -7794.124 eV
Energy above the lowest of the compared OMol25 structures with the same formula, charge and spin: 5.520 eV
Total charge: 0
F_max: 0.574 eV Å⁻¹


2.
# H80O40

40 unconnected molecules or ions with the total composition H80O40 at a distorted geometry (ωB97M-V/def2-TZVPD, the Open Molecules 2025 dataset).

Cartesian coordinates (Å):
1 H -0.94782 4.27365 -3.38616
2 H -1.28907 2.86235 -3.05003
3 O -1.66469 3.62948 -3.52969
4 H -5.34465 2.73153 2.76823
5 H -4.30559 3.28421 1.75135
6 O -4.49795 3.19536 2.69426
7 H 0.87039 0.71747 5.27734
8 H 1.55474 1.54704 6.29882
9 O 1.11941 0.70976 6.20161
10 H -1.68938 1.33391 -4.52143
11 H -0.71359 0.06628 -4.23143
12 O -0.97763 0.96320 -4.00801
13 H -1.68960 -2.75751 0.35351
14 H -1.70396 -3.85245 1.13117
15 O -1.74261 -3.72590 0.16191
16 H 2.34852 -1.54562 2.68979
17 O 2.37184 -1.22721 3.61406
18 H 4.39993 3.20800 -2.25222
19 O 4.33855 3.54645 -1.36175
20 H -6.46523 1.21507 1.04249
21 H -5.45521 2.13175 0.14372
22 O -6.28889 1.98202 0.60312
23 H 2.04141 -3.56739 4.82984
24 H 3.04476 -2.63222 5.39982
25 O 2.24573 -3.13253 5.64410
26 H -0.02008 2.90348 -0.57887
27 H 0.56084 2.45267 -1.92202
28 O -0.27125 2.64672 -1.49459
29 H 1.25602 2.17062 -4.20652
30 H 0.78252 2.11965 -5.46405
31 O 1.67833 2.07582 -5.07931
32 H -1.25610 -2.15595 -3.76077
33 O -1.14992 -1.56497 -4.50820
34 H -3.00357 5.03725 0.07687
35 H -2.89595 3.80889 -0.72488
36 O -3.54496 4.25501 -0.14863
37 H 1.41548 5.93434 3.25589
38 H 0.36736 4.81657 2.84431
39 O 1.13591 5.33880 2.57895
40 H 1.47922 -5.78600 -2.45670
41 H -0.03310 -6.15905 -2.23341
42 O 0.56755 -5.41820 -2.36454
43 H 5.01966 -2.92458 0.19258
44 H 5.87297 -1.66113 0.52208
45 O 5.74484 -2.59475 0.76449
46 H -4.42674 -3.00099 -3.97707
47 H -3.17007 -3.69854 -3.86236
48 O -3.70632 -3.28010 -4.54129
49 H 0.31162 -2.00983 -0.82679
50 H 0.92536 -3.15940 -1.71356
51 O 0.35648 -2.40010 -1.69188
52 H -0.42275 -2.98693 2.47776
53 O 0.00893 -2.11726 2.18526
54 H -1.21026 6.74930 1.03196
55 H -1.90404 5.94970 2.24419
56 O -1.62816 5.94290 1.32556
57 H 0.12346 2.60690 5.45776
58 O -0.60382 2.08808 5.04745
59 H 3.51414 -3.47481 -4.18226
60 H 2.20199 -2.89566 -3.46615
61 O 3.16862 -3.03509 -3.42572
62 H 6.24162 1.13845 0.03670
63 H 5.97883 0.40517 1.54343
64 O 5.73113 0.64505 0.66247
65 H -1.74297 -3.92797 -1.59603
66 H -1.90608 -5.22690 -2.17576
67 O -1.95309 -4.29862 -2.47277
68 H 1.63855 0.87081 0.22192
69 H 1.76561 0.55887 1.78971
70 O 2.07876 0.35213 0.89706
71 H -0.42641 -3.77932 -4.42386
72 H 0.68295 -4.49649 -3.55556
73 O 0.51473 -3.73795 -4.25368
74 H -3.27172 -1.48689 4.61592
75 H -2.08081 -0.59811 4.67434
76 O -2.37068 -1.41679 4.27135
77 H -1.93753 -0.42503 -1.85123
78 H -1.49216 1.14941 -2.09404
79 O -1.82642 0.45494 -1.49439
80 H 0.94978 -5.68148 1.06663
81 H 1.95244 -5.01108 1.81117
82 O 1.93532 -5.66849 1.11489
83 H -3.82105 -1.42958 2.18515
84 H -5.19585 -1.45644 1.32795
85 O -4.77447 -1.58533 2.18484
86 H 2.76863 4.10063 -0.78700
87 H 2.44311 5.56069 -0.58028
88 O 1.99567 4.71775 -0.74556
89 H -3.35741 -1.31823 -1.40678
90 O -3.29441 -1.51665 -2.36019
91 H 4.03018 -2.61296 -2.09334
92 H 5.54005 -2.45908 -1.81316
93 O 4.68581 -2.29573 -1.41866
94 H 0.23107 -2.35248 1.27270
95 H 3.30483 -1.05165 3.63078
96 H -1.17504 2.88359 5.02417
97 H 4.21550 2.84005 -0.71855
98 H -1.80938 -1.88910 -5.11311
99 H -4.26225 -1.44912 -2.42436
100 O -1.64147 -0.19361 0.94839
101 H -1.34719 0.52354 0.36051
102 H -1.14442 -0.05151 1.76211
103 O 3.42715 3.11328 2.27023
104 H 2.77786 2.48151 1.94012
105 H 4.33709 2.75079 2.29816
106 O -3.91548 0.64921 -0.10965
107 H -3.58083 1.10358 -0.91473
108 H -3.22049 0.39680 0.53489
109 O 0.53220 1.06611 2.89872
110 H -0.19854 1.58543 3.29880
111 H 0.72962 0.20366 3.22427
112 O -0.09237 4.08168 0.56156
113 H -0.84389 4.70647 0.51288
114 H 0.70646 4.50720 0.84662
115 O -2.02805 -3.58355 2.82352
116 H -1.39614 -3.00816 3.36775
117 H -2.95940 -3.43299 2.91772
118 O 4.29312 1.34394 -4.81425
119 H 3.53244 1.95319 -4.79214
120 H 4.07331 0.68813 -4.15749

Output
HOMO level: -10.29 eV
E_tot: -83195.936 eV
Energy above the lowest of the compared OMol25 structures with the same formula, charge and spin: 9.880 eV
Total charge: 0
F_max: 5.018 eV Å⁻¹


3.
# C6H17N2O5Y2

A molecular structure, C6H17N2O5Y2 at a distorted geometry (ωB97M-V/def2-TZVPD, the Open Molecules 2025 dataset).

Cartesian coordinates (Å):
1 Y 3.33870 2.23891 -2.27064
2 Y -0.03747 2.08003 -3.17511
3 O 1.55279 3.73239 -2.72535
4 H 1.49817 4.36839 -1.99776
5 O 1.40864 1.27971 -1.40576
6 H 1.34894 0.92127 -0.51258
7 O 1.97640 1.41336 -3.99605
8 H 2.13494 0.50485 -4.28828
9 C -2.49306 1.33202 -0.82794
10 O -1.29665 1.40324 -1.25220
11 N -2.84052 0.62462 0.21983
12 C -4.24025 0.62966 0.65467
13 C -1.89517 -0.27248 0.88300
14 H -3.33889 1.81995 -1.32318
15 H -4.40606 0.88131 1.69878
16 H -4.70992 -0.32985 0.43578
17 H -4.79964 1.35289 0.06049
18 H -1.39485 0.27323 1.68586
19 H -2.45470 -1.11618 1.27516
20 H -1.12279 -0.60438 0.19168
21 C 2.43704 -0.58127 1.88656
22 O 2.15717 -0.00550 2.90922
23 N 1.91669 -1.76437 1.49307
24 C 2.32229 -2.32334 0.20114
25 C 0.84980 -2.42996 2.21008
26 H 3.06905 -0.08074 1.12698
27 H 2.63387 -3.34530 0.43526
28 H 3.18912 -1.79846 -0.19427
29 H 1.52028 -2.33961 -0.54153
30 H 0.24966 -1.76278 2.82409
31 H 0.13398 -2.87325 1.51270
32 H 1.29244 -3.22834 2.80630

Output
HOMO level: -16.54 eV
E_tot: -21777.229 eV
Energy above the lowest of the compared OMol25 structures with the same formula, charge and spin: 1.422 eV
Total charge: +3
F_max: 4.737 eV Å⁻¹


4.
# C29H38Br18N2O2S

A molecular structure, C29H38Br18N2O2S at a distorted geometry (ωB97M-V/def2-TZVPD, the Open Molecules 2025 dataset).

Cartesian coordinates (Å):
1 C 1.43555 -4.03271 -1.13328
2 C 1.44300 -2.87534 -0.81453
3 C 1.89596 -1.53832 -0.52379
4 C 2.05909 -1.14268 0.77003
5 C 2.52838 0.16169 1.05006
6 N 2.76243 0.66436 2.27530
7 S 3.29935 2.16191 2.04578
8 N 3.27452 2.27936 0.42040
9 C 2.84098 1.08445 0.01160
10 C 2.66667 0.64266 -1.34711
11 C 3.06853 1.65155 -2.41256
12 C 4.50837 1.29841 -2.83746
13 O 5.17096 2.43927 -3.41333
14 C 6.53671 2.28809 -3.28650
15 O 7.06152 1.25264 -3.59936
16 C 7.25757 3.47551 -2.70491
17 C 6.76578 4.77405 -3.40902
18 C 2.20576 -0.61611 -1.61763
19 C 2.00217 -1.10990 -3.04883
20 C 0.80539 -0.32884 -3.68115
21 C -0.33261 -1.23692 -4.13899
22 C -1.48097 -0.42809 -4.78288
23 C -2.01562 0.69960 -3.89771
24 C -2.58953 0.20517 -2.55155
25 C -2.54309 1.27142 -1.44561
26 C -3.42880 2.51368 -1.71925
27 C -2.78523 3.84452 -1.26133
28 C -2.70099 4.87149 -2.41278
29 H 1.44247 -5.06295 -1.40763
30 H 1.87016 -1.78631 1.63717
31 H 2.42087 1.59684 -3.28777
32 H 3.01780 2.67267 -2.03419
33 H 5.03878 1.04764 -1.90984
34 H 4.52271 0.40855 -3.46525
35 H 8.32968 3.30587 -2.78349
36 H 7.00519 3.50522 -1.63880
37 H 7.60105 5.46786 -3.50155
38 H 6.37695 4.53948 -4.40102
39 H 5.95080 5.19296 -2.81965
40 H 1.80492 -2.17995 -3.05953
41 H 2.91049 -0.90013 -3.61233
42 H 0.48327 0.47853 -3.02254
43 H 1.18954 0.17608 -4.57912
44 H -0.69368 -1.90088 -3.34702
45 H 0.06853 -1.85690 -4.95142
46 H -2.26226 -1.09384 -5.16102
47 H -1.04465 0.05693 -5.66884
48 H -1.26945 1.47285 -3.68494
49 H -2.82658 1.22169 -4.42129
50 H -3.61888 -0.12988 -2.71000
51 H -2.00351 -0.65079 -2.19866
52 H -2.91683 0.81609 -0.50924
53 H -1.52984 1.61870 -1.21087
54 H -4.35645 2.41010 -1.14546
55 H -3.69608 2.57916 -2.77792
56 H -1.78161 3.70619 -0.84777
57 H -3.38167 4.32449 -0.47737
58 H -2.32413 4.35210 -3.29998
59 H -3.67680 5.30554 -2.64706
60 H -2.03443 5.70144 -2.16175
61 C -4.56353 -2.80915 -0.84670
62 Br -5.32384 -3.08585 -2.59300
63 Br -2.71090 -3.33945 -0.78074
64 Br -4.80726 -0.99655 -0.24325
65 H -5.10104 -3.44969 -0.16132
66 C 0.67803 1.89752 6.04410
67 Br 0.02187 2.54019 7.74283
68 Br 2.50777 2.42215 5.75005
69 Br 0.44425 -0.00640 5.86332
70 H 0.08162 2.36783 5.27483
71 C -0.19848 -0.78401 9.54956
72 Br -0.86960 0.28025 11.00358
73 Br 1.23727 -1.93982 10.10652
74 Br -1.60822 -1.76919 8.67933
75 H 0.20849 -0.10137 8.81580
76 C 1.03831 -3.82696 4.14606
77 Br 0.46277 -4.64195 2.49968
78 Br 1.85902 -2.11085 3.84455
79 Br -0.39623 -3.69627 5.42662
80 H 1.79242 -4.47182 4.57479
81 C -5.05975 -1.48360 11.22720
82 Br -4.86769 0.39075 10.82785
83 Br -3.64428 -2.12081 12.36562
84 Br -6.79705 -1.88159 11.95936
85 H -4.97897 -2.01764 10.29090
86 C -6.41138 -7.13799 -3.04063
87 Br -7.02558 -8.95415 -3.21766
88 Br -6.76650 -6.43702 -1.28186
89 Br -4.55273 -6.96266 -3.51356
90 H -6.97705 -6.54019 -3.74130

Output
HOMO level: -8.86 eV
E_tot: -1309360.580 eV
Total charge: 0
F_max: 1.391 eV Å⁻¹


5.
# C12H25N3S

A single C12H25N3S molecule (ωB97M-V/def2-TZVPD, the Open Molecules 2025 dataset).

Cartesian coordinates (Å):
1 C -4.79048 -0.83595 0.80772
2 H -5.42909 -1.42195 0.15031
3 H -4.11182 -1.51471 1.31983
4 H -5.41852 -0.35229 1.55235
5 C -4.00943 0.20188 0.00526
6 C -3.23866 -0.47783 -1.13650
7 C -2.05279 0.37553 -1.57286
8 H -1.60724 -0.02359 -2.48505
9 H -2.40762 1.38430 -1.79425
10 C -0.99694 0.43110 -0.46155
11 N -0.20800 1.63467 -0.62190
12 C 0.98131 1.92259 -0.04980
13 N 1.58105 0.97808 0.71063
14 H 1.26667 0.02391 0.59066
15 C 2.98264 1.05446 1.04838
16 H 3.27344 2.10641 1.05952
17 C 3.81557 0.29393 0.01088
18 N 3.30769 -1.06237 -0.15532
19 C 3.62267 -1.60393 -1.46216
20 H 3.20256 -0.95659 -2.23074
21 H 3.16977 -2.59076 -1.55440
22 H 4.70493 -1.70009 -1.63558
23 C 3.77048 -1.94786 0.89475
24 H 3.30309 -2.92383 0.76861
25 H 3.48061 -1.55081 1.86530
26 H 4.86350 -2.07943 0.88311
27 H 4.87858 0.31010 0.29873
28 H 3.71289 0.81561 -0.94336
29 H 3.11644 0.63556 2.04863
30 S 1.61414 3.43937 -0.27069
31 H -0.66283 2.43415 -1.03756
32 C -1.66099 0.36181 0.92980
33 C -3.04652 0.99643 0.90457
34 H -2.95570 2.02277 0.54505
35 H -3.44853 1.04379 1.91764
36 H -1.74394 -0.67877 1.24646
37 H -1.02552 0.87842 1.65105
38 H -0.32306 -0.42904 -0.57556
39 H -3.90694 -0.64495 -1.98238
40 H -2.87478 -1.45394 -0.80971
41 H -4.72865 0.90382 -0.42988

Output
HOMO level: -7.86 eV
E_tot: -28155.848 eV
Energy above the lowest of the compared OMol25 structures with the same formula, charge and spin: 0.000 eV
SMILES: CN(C)CCNC(=S)N[C@H]1CC[C@H](C)CC1
Total charge: 0
F_max: 0.847 eV Å⁻¹


6.
# C8H7AsCl2F6O3V

A molecular structure, C8H7AsCl2F6O3V at a distorted geometry (ωB97M-V/def2-TZVPD, the Open Molecules 2025 dataset).

Cartesian coordinates (Å):
1 V -1.25781 -0.40010 -0.15873
2 Cl 5.59742 0.62176 0.81766
3 C 3.93053 0.71093 0.55160
4 C 3.38339 1.78844 -0.16079
5 C 2.01700 1.87733 -0.36836
6 Cl 1.30855 3.12942 -1.25536
7 C 1.12247 0.85487 0.15060
8 O -0.13416 0.97856 0.02895
9 C 1.71693 -0.29460 0.81051
10 C 0.84537 -1.35068 1.28713
11 O -0.37717 -1.33777 1.07889
12 C 3.09261 -0.32004 1.03646
13 H 4.03908 2.55200 -0.55863
14 H 1.27388 -2.17309 1.87666
15 H 3.53928 -1.15457 1.56168
16 C -3.03211 0.45600 2.25880
17 O -2.80734 -0.08031 0.96496
18 H -3.76341 -0.15693 2.80156
19 H -3.40720 1.48557 2.16968
20 H -2.07511 0.45464 2.78709
21 H -3.67701 -0.22959 0.54157
22 F -2.33951 -1.78941 -1.15437
23 As -1.66343 -1.12116 -2.81934
24 F -3.22705 -1.04672 -3.43831
25 F -1.24024 -2.66097 -3.34409
26 F -1.98809 0.49227 -1.82014
27 F -0.06733 -1.07303 -1.68298
28 F -0.80956 -0.21281 -3.96268

Output
HOMO level (alpha / beta): -16.92 / -17.46 eV
Spin multiplicity: 4
Expectation value of S²: 3.7801
E_tot: -142413.978 eV
Energy above the lowest of the compared OMol25 structures with the same formula, charge and spin: 0.581 eV
Total charge: +2
F_max: 3.658 eV Å⁻¹


- What is the total charge in the sixth record?
  +2